Entry P
23
Properties=species:S:1:pos:R:3 method="wB97M-V/def2-TZVPD" spin_multiplicity=1 mol_weight_g_mol=122.21 total_charge=0 homo_lumo_gap_ev=10.104
C 2.3042 1.0796 0.3133
C 1.4806 0.5671 -0.8520
C 0.7712 -0.6302 -0.7576
C 0.0109 -1.0810 -1.8212
C -0.0737 -0.3322 -2.9936
C 0.6245 0.8551 -3.0970
C 1.3993 1.3056 -2.0217
H 1.7984 0.7945 1.2369
H 2.3539 2.1661 0.2887
H 3.3187 0.6847 0.3160
H 0.8323 -1.1801 0.1733
H -0.5354 -2.0125 -1.7454
H -0.6642 -0.6606 -3.8374
H 0.5844 1.4582 -3.9942
H 1.9208 2.2487 -2.1209
C -1.5379 -0.1989 2.2457
C -2.4959 -1.1290 2.9811
H -0.6191 -0.7067 1.9606
H -2.0036 0.2457 1.3665
H -1.2414 0.6228 2.9048
H -3.3241 -0.5868 3.4361
H -1.9428 -1.6839 3.7373
H -2.9611 -1.8265 2.2808

Entry Q
23
Properties=species:S:1:pos:R:3 method="wB97M-V/def2-TZVPD" spin_multiplicity=1 mol_weight_g_mol=122.21 total_charge=0 homo_lumo_gap_ev=9.927
C -1.9650 1.3326 2.0173
C -1.7457 0.9485 0.5678
C -2.8864 0.9341 -0.2570
C -2.7619 0.3198 -1.4968
C -1.5359 -0.0491 -2.0518
C -0.4227 -0.0399 -1.2088
C -0.5569 0.4407 0.0876
H -1.7831 2.4351 2.1565
H -1.3032 0.9201 2.7661
H -2.9981 1.1783 2.2306
H -3.7654 1.5422 -0.0994
H -3.6782 0.1714 -2.0689
H -1.5457 -0.3401 -3.0990
H 0.5165 -0.4557 -1.5664
H 0.3509 0.3121 0.7012
C 2.9124 -0.5013 0.4242
C 3.5407 -1.8248 -0.1162
H 3.5424 -0.1174 1.2050
H 2.7261 0.1032 -0.4382
H 1.9592 -0.7808 0.9301
H 3.7702 -1.7982 -1.2021
H 4.5380 -1.9866 0.2906
H 3.0918 -2.7441 0.2275

Entry R
23
Properties=species:S:1:pos:R:3 method="wB97M-V/def2-TZVPD" spin_multiplicity=1 mol_weight_g_mol=122.21 total_charge=0 homo_lumo_gap_ev=10.113
C 0.6127 -1.2884 1.3193
C -0.4075 -1.0998 0.2365
C -0.6189 -2.2030 -0.6068
C -1.8191 -2.2668 -1.2602
C -2.7996 -1.2360 -1.2904
C -2.5198 -0.2180 -0.4021
C -1.3608 -0.1270 0.4181
H 0.3866 -0.6056 2.1242
H 1.6191 -1.0819 0.9578
H 0.6576 -2.2813 1.7786
H 0.0554 -3.0339 -0.6467
H -1.9831 -3.0022 -2.0714
H -3.7461 -1.5251 -1.7308
H -3.0870 0.7162 -0.2372
H -1.4295 0.6580 1.1540
C 2.3112 1.8176 0.5746
C 1.7155 2.8252 -0.5218
H 3.4189 1.9637 0.6087
H 1.8382 2.0110 1.5216
H 2.1812 0.8209 0.1611
H 0.7305 2.5237 -0.8819
H 2.4785 2.9080 -1.2694
H 1.7660 3.7249 0.0645

Entry S
23
Properties=species:S:1:pos:R:3 method="wB97M-V/def2-TZVPD" spin_multiplicity=1 mol_weight_g_mol=122.21 total_charge=0 homo_lumo_gap_ev=10.003
C 2.4196 -0.8014 -1.1290
C 1.2041 -1.0209 -0.2476
C 1.3585 -0.8746 1.1433
C 0.2895 -0.8869 2.0453
C -0.9448 -1.2347 1.5232
C -1.1113 -1.4889 0.1677
C -0.0352 -1.4130 -0.7034
H 2.0275 -0.2646 -1.9944
H 2.8368 -1.7533 -1.4568
H 3.1744 -0.2088 -0.6253
H 2.3517 -0.7647 1.5682
H 0.4332 -0.5902 3.0650
H -1.7934 -1.2493 2.1996
H -2.1129 -1.7241 -0.1577
H -0.1533 -1.6703 -1.7517
C -1.9782 2.8497 -1.5285
C -0.9357 3.2093 -0.4005
H -2.4894 3.7923 -1.6934
H -1.3364 2.6020 -2.3748
H -2.5928 1.9927 -1.2822
H -1.3953 4.0302 0.1552
H -0.7843 2.3437 0.2371
H -0.0466 3.6461 -0.8473

Most stable = entry P

Entry P
23
Properties=species:S:1:pos:R:3 method="wB97M-V/def2-TZVPD" spin_multiplicity=1 mol_weight_g_mol=122.21 total_charge=0 homo_lumo_gap_ev=9.905
C 0.7357 -3.3658 -0.0328
C -0.2286 -2.1508 -0.0490
C -0.5992 -1.7530 -1.3216
C -1.4209 -0.6262 -1.2945
C -1.7250 0.1177 -0.1767
C -1.1457 -0.2060 1.0770
C -0.4441 -1.3602 1.1363
H -0.0342 -4.1758 -0.2826
H 1.4151 -3.5123 0.9191
H 1.4391 -3.3876 -0.8301
H -0.4162 -2.3383 -2.2387
H -1.8911 -0.2408 -2.1403
H -2.1691 1.1208 -0.3159
H -1.3547 0.4011 1.8826
H 0.1261 -1.7625 1.8860
C 1.0779 2.7468 0.9598
C 0.8197 3.0899 -0.5330
H 0.9539 1.6720 1.1920
H 2.1400 2.9482 1.1538
H 0.3185 3.1813 1.6200
H 1.8543 2.8978 -1.0214
H 0.5387 4.1968 -0.6240
H 0.0101 2.5068 -0.9662

Entry Q
23
Properties=species:S:1:pos:R:3 method="wB97M-V/def2-TZVPD" spin_multiplicity=1 mol_weight_g_mol=122.21 total_charge=0 homo_lumo_gap_ev=9.967
C 0.5914 0.5534 1.9630
C 0.8731 -0.0140 0.5609
C 1.3426 0.8630 -0.4400
C 1.6693 0.4042 -1.7358
C 1.3619 -0.9112 -1.9349
C 1.0157 -1.7718 -0.9597
C 0.9122 -1.3816 0.3393
H 0.3511 1.5852 1.9309
H 1.3410 0.2812 2.4656
H -0.3358 0.0444 2.3430
H 1.5840 1.9297 -0.1162
H 2.0274 1.0659 -2.3814
H 1.5161 -1.3275 -2.8748
H 0.5903 -2.6746 -1.3155
H 0.5239 -1.9755 1.1423
C -3.3788 0.6610 1.3844
C -2.6502 1.0039 -0.0490
H -4.4370 0.7751 1.2892
H -3.3222 -0.3879 1.7069
H -2.8738 1.3445 1.9807
H -3.2263 1.6516 -0.6673
H -2.5775 0.1142 -0.7021
H -1.5858 1.1322 0.4301

Entry R
23
Properties=species:S:1:pos:R:3 method="wB97M-V/def2-TZVPD" spin_multiplicity=1 mol_weight_g_mol=122.21 total_charge=0 homo_lumo_gap_ev=9.938
C -1.4361 -0.0128 1.3847
C -0.3631 0.7414 0.7229
C -0.3883 1.5654 -0.3516
C 0.6921 2.3841 -0.8312
C 1.8262 2.2418 -0.0945
C 1.8890 1.4493 1.0798
C 0.8171 0.6525 1.4310
H -1.7372 -0.9279 0.9779
H -2.2182 0.7503 1.4604
H -1.4072 -0.5048 2.4469
H -1.3013 1.5726 -0.9424
H 0.5258 2.9673 -1.7096
H 2.8037 2.5512 -0.4069
H 2.5906 1.4982 1.8126
H 1.0067 -0.1574 2.0762
C -0.3810 -1.4839 -1.5419
C -0.3459 -2.7570 -0.8170
H 0.3351 -0.7073 -1.1746
H -0.2725 -1.5990 -2.6339
H -1.2623 -0.7726 -1.3626
H 0.2721 -3.6428 -1.0762
H -0.2198 -2.7238 0.3447
H -1.4255 -3.0847 -0.7948

Entry S
23
Properties=species:S:1:pos:R:3 method="wB97M-V/def2-TZVPD" spin_multiplicity=1 mol_weight_g_mol=122.21 total_charge=0 homo_lumo_gap_ev=10.067
C -1.7407 -1.6682 -2.2896
C -0.5507 -0.7816 -1.9926
C 0.0208 -0.7160 -0.7249
C 0.9887 0.2236 -0.4104
C 1.3984 1.1349 -1.3722
C 0.8663 1.0875 -2.6483
C -0.1047 0.1350 -2.9428
H -1.8911 -1.7946 -3.3577
H -2.6133 -1.1811 -1.8455
H -1.6324 -2.6353 -1.8008
H -0.3169 -1.4131 0.0288
H 1.4297 0.2209 0.5706
H 2.1521 1.8825 -1.1589
H 1.2222 1.7444 -3.4376
H -0.5410 0.0999 -3.9369
C 0.9276 0.5298 3.4589
C -0.6014 0.3692 3.3772
H 1.3420 0.3637 4.4538
H 1.4068 -0.1837 2.7987
H 1.1984 1.5476 3.1947
H -0.9099 -0.3105 2.5841
H -1.0149 0.0042 4.3083
H -1.0358 1.3409 3.1430

Most stable = entry S

Entry P
23
Properties=species:S:1:pos:R:3 method="wB97M-V/def2-TZVPD" spin_multiplicity=1 mol_weight_g_mol=122.21 total_charge=0 homo_lumo_gap_ev=9.643
C 1.4403 0.9526 -1.4680
C 0.3102 0.9103 -0.5133
C 0.7598 1.0371 0.8829
C -0.1759 1.1280 1.8348
C -1.5347 1.3509 1.4050
C -1.8671 1.4428 0.0841
C -0.9804 1.2327 -0.9187
H 1.2629 1.0514 -2.5325
H 2.0997 0.0643 -1.4729
H 2.0568 1.8660 -1.1414
H 1.7754 1.1820 1.0440
H 0.0375 1.1014 2.9004
H -2.3352 1.2803 2.2131
H -2.9478 1.9800 -0.1046
H -1.2933 1.4334 -1.9185
C 0.9865 -3.1920 -1.1100
C 0.3117 -3.2660 0.4010
H 1.4955 -4.1103 -1.3826
H 0.2321 -3.0652 -1.8969
H 1.7039 -2.3353 -1.2645
H -0.8169 -3.2639 0.2194
H 0.5048 -4.3065 0.8055
H 0.7220 -2.4558 0.9443

Entry Q
23
Properties=species:S:1:pos:R:3 method="wB97M-V/def2-TZVPD" spin_multiplicity=1 mol_weight_g_mol=122.21 total_charge=0 homo_lumo_gap_ev=10.059
C -1.0634 1.6520 -0.5100
C -0.3598 0.6750 -1.4248
C -0.7600 -0.6573 -1.4855
C -0.0590 -1.5658 -2.2648
C 1.1433 -1.1978 -2.8347
C 1.5567 0.1194 -2.8147
C 0.7989 1.0400 -2.0983
H -0.9489 1.4097 0.5447
H -2.1166 1.5058 -0.7427
H -0.7941 2.6814 -0.7131
H -1.6362 -0.9635 -0.9252
H -0.4248 -2.5682 -2.3388
H 1.7278 -1.9265 -3.3840
H 2.4098 0.4419 -3.3802
H 1.1380 2.0620 -1.9698
C 0.5000 0.1330 3.4013
C -0.6489 -0.8212 3.1586
H 1.2192 -0.2802 4.1122
H 1.0469 0.4959 2.5313
H 0.1877 1.0508 3.9078
H -0.5535 -1.4455 2.2660
H -1.5945 -0.3025 2.9955
H -0.7688 -1.5385 3.9690

Entry R
23
Properties=species:S:1:pos:R:3 method="wB97M-V/def2-TZVPD" spin_multiplicity=1 mol_weight_g_mol=122.21 total_charge=0 homo_lumo_gap_ev=9.815
C -1.9280 -0.2942 -0.6186
C -0.6088 0.0372 -1.2477
C -0.5978 0.0338 -2.6688
C 0.5311 0.3071 -3.3955
C 1.6381 0.7906 -2.6600
C 1.7294 0.5821 -1.2965
C 0.5731 0.2303 -0.5791
H -1.8010 -0.9419 0.2526
H -2.6939 -0.5780 -1.3350
H -2.4245 0.5443 -0.1069
H -1.3877 -0.5918 -3.0757
H 0.7278 0.1138 -4.4409
H 2.4206 1.3584 -3.1442
H 2.7511 0.6182 -0.9449
H 0.6577 0.2953 0.4958
C 0.8621 -0.4262 2.9701
C -0.6664 -0.1491 3.1510
H 0.9404 -1.4022 3.4524
H 0.9349 -0.5709 1.9068
H 1.4123 0.2740 3.5836
H -0.8177 0.8707 2.8728
H -0.9866 -0.1976 4.1794
H -1.2664 -0.9034 2.6492

Entry S
23
Properties=species:S:1:pos:R:3 method="wB97M-V/def2-TZVPD" spin_multiplicity=1 mol_weight_g_mol=122.21 total_charge=0 homo_lumo_gap_ev=10.043
C 0.4900 -0.5476 2.4096
C 0.3751 -1.0846 1.0386
C 1.4333 -1.5079 0.2410
C 1.2745 -2.0774 -1.0461
C 0.0282 -2.4568 -1.4759
C -0.9883 -2.0994 -0.6381
C -0.9544 -1.3877 0.5354
H -0.1957 -1.1113 3.0722
H 0.3553 0.5854 2.4448
H 1.3284 -0.7158 3.0454
H 2.2941 -1.0905 0.4675
H 2.2590 -2.4171 -1.6480
H -0.1555 -3.0126 -2.4300
H -2.0286 -2.2732 -0.9699
H -1.7948 -0.8403 1.0508
C -0.6148 2.2881 -1.3563
C -0.3653 3.1566 -0.1563
H -1.4272 1.5508 -1.2166
H -0.8997 2.9156 -2.1906
H 0.3643 1.8264 -1.6168
H -1.2560 3.5202 0.2337
H 0.1834 4.0224 -0.4028
H 0.2948 2.7570 0.6085

Most stable = entry Q

Entry P
23
Properties=species:S:1:pos:R:3 method="wB97M-V/def2-TZVPD" spin_multiplicity=1 mol_weight_g_mol=122.21 total_charge=0 homo_lumo_gap_ev=9.976
C -0.0566 1.8893 -1.3552
C -0.1173 0.4195 -1.0945
C 0.3099 -0.4865 -2.0674
C 0.0888 -1.8396 -1.9102
C -0.4746 -2.3195 -0.7364
C -0.9971 -1.4296 0.1879
C -0.8848 -0.0685 -0.0361
H -0.2151 2.5383 -0.5025
H -0.7509 2.1744 -2.1504
H 0.8993 2.1609 -1.8321
H 0.8506 -0.1169 -2.9366
H 0.2994 -2.5569 -2.6933
H -0.5670 -3.3774 -0.5470
H -1.4619 -1.8351 1.0800
H -1.2198 0.7165 0.6362
C 0.3172 1.8979 2.8850
C 1.2923 0.7330 2.6985
H -0.7257 1.5948 2.9360
H 0.4693 2.3935 3.8529
H 0.4420 2.6472 2.1087
H 0.9515 -0.2051 3.1292
H 2.2061 0.8974 3.2700
H 1.5429 0.6490 1.6484

Entry Q
23
Properties=species:S:1:pos:R:3 method="wB97M-V/def2-TZVPD" spin_multiplicity=1 mol_weight_g_mol=122.21 total_charge=0 homo_lumo_gap_ev="8.567 / 8.683"
C -2.0986 -1.5811 0.3461
C -3.2569 -0.8096 -0.1606
C 1.0036 0.0912 0.1854
C -1.3723 -0.3062 0.2744
C -2.4376 0.4750 -0.0049
C 2.2695 -0.2442 0.1000
C -2.6844 1.8714 -0.4709
C 3.3016 0.8461 0.3418
C 2.7028 -1.4579 -0.6522
H -2.2162 -1.9291 1.4946
H -1.7302 -2.3704 -0.3840
H -3.4600 -1.0123 -1.2340
H -4.1797 -1.0047 0.4040
H 0.5902 0.8698 0.7734
H -2.0080 2.1412 -1.4085
H -2.4343 2.6900 0.3990
H -3.7201 1.9152 -0.7835
H 3.9354 0.9330 -0.5885
H 4.0574 0.6720 1.1501
H 2.7224 1.6876 0.6581
H 2.1423 -2.3128 -0.4922
H 3.8044 -1.5751 -0.2063
H 2.8896 -1.3243 -1.7742

Entry R
23
Properties=species:S:1:pos:R:3 method="wB97M-V/def2-TZVPD" spin_multiplicity=1 mol_weight_g_mol=122.21 total_charge=0 homo_lumo_gap_ev=9.914
C 0.4606 1.8931 3.2541
C 0.8090 1.2418 1.9508
C 0.8470 1.9909 0.7747
C 1.1725 1.3974 -0.4287
C 1.4709 0.0382 -0.5025
C 1.1604 -0.7192 0.6153
C 0.7562 -0.1442 1.8125
H 0.7199 1.3093 4.1350
H -0.6304 1.9984 3.3330
H 0.8740 2.8911 3.3447
H 0.5124 3.0174 0.8009
H 1.1828 1.9651 -1.3526
H 1.9020 -0.4048 -1.3872
H 1.3885 -1.7769 0.6044
H 0.4393 -0.7520 2.6498
C -1.2082 -1.1809 -2.2006
C -2.1249 -2.2840 -2.7362
H -1.6026 -0.1747 -2.3106
H -0.8641 -1.3291 -1.1780
H -0.2506 -1.2676 -2.7180
H -2.9694 -2.3999 -2.0588
H -1.6364 -3.2557 -2.6433
H -2.4090 -2.0534 -3.7589

Most stable = entry P

Entry P
23
Properties=species:S:1:pos:R:3 method="wB97M-V/def2-TZVPD" spin_multiplicity=1 mol_weight_g_mol=122.21 total_charge=0 homo_lumo_gap_ev=9.951
C 0.3600 -0.6678 2.4157
C 0.4106 -0.7706 0.9235
C 0.0359 -1.9775 0.2920
C 0.6223 -2.2770 -0.9246
C 1.3120 -1.3290 -1.6766
C 1.4439 -0.0524 -1.1697
C 1.0962 0.1574 0.1603
H 0.9487 -1.4239 2.9293
H -0.6341 -0.6096 2.8590
H 0.8381 0.2616 2.7364
H -0.7501 -2.6547 0.5826
H 0.3631 -3.2383 -1.3574
H 1.5880 -1.5334 -2.7029
H 1.8630 0.7606 -1.7321
H 1.3170 1.0769 0.6933
C -2.1744 2.3639 0.4279
C -1.9759 3.1799 -0.8650
H -2.5128 1.3394 0.2084
H -1.2251 2.0410 0.8684
H -2.9440 2.7561 1.0601
H -1.2083 3.9456 -0.7843
H -2.8996 3.6592 -1.0416
H -1.7182 2.4957 -1.6627

Entry Q
23
Properties=species:S:1:pos:R:3 method="wB97M-V/def2-TZVPD" spin_multiplicity=1 mol_weight_g_mol=122.21 total_charge=0 homo_lumo_gap_ev=10.013
C 1.5819 -0.4943 -2.4759
C 1.6274 0.1791 -1.1449
C 0.8557 1.3178 -0.9325
C 0.9943 2.1455 0.1850
C 1.7848 1.6544 1.2132
C 2.4459 0.4408 1.1338
C 2.4253 -0.2665 -0.0827
H 0.7922 -1.2471 -2.4158
H 2.4841 -0.9618 -2.8396
H 1.2886 0.1323 -3.3164
H 0.4424 1.8032 -1.8402
H 0.4388 3.0654 0.1815
H 1.8755 2.2521 2.1199
H 2.8914 -0.0185 1.9922
H 3.2004 -0.9873 -0.3031
C -3.3912 -1.2682 0.3449
C -2.9333 -1.0064 1.7995
H -3.6371 -0.3121 -0.1254
H -2.5572 -1.7460 -0.1948
H -4.1712 -2.0179 0.2995
H -2.8393 -1.9795 2.3009
H -3.5726 -0.2850 2.2801
H -2.0270 -0.4000 1.8208

Entry R
23
Properties=species:S:1:pos:R:3 method="wB97M-V/def2-TZVPD" spin_multiplicity=1 mol_weight_g_mol=122.21 total_charge=0 homo_lumo_gap_ev=9.981
C 0.4546 1.0433 -1.6656
C 0.7585 -0.0104 -0.6455
C 0.9876 0.1746 0.7121
C 1.0627 -0.8104 1.7053
C 1.0243 -2.1136 1.1940
C 1.0057 -2.3570 -0.1836
C 0.6980 -1.3476 -1.0609
H 0.1602 1.9630 -1.1740
H -0.3698 0.6044 -2.2272
H 1.2161 1.3244 -2.4058
H 0.7668 1.1579 1.1502
H 1.2979 -0.5877 2.7206
H 1.1533 -2.9064 1.9035
H 1.3166 -3.3387 -0.5009
H 0.4611 -1.5753 -2.0925
C -2.1709 2.7191 0.2999
C -2.4601 1.2764 -0.0566
H -2.5055 3.3184 -0.5510
H -2.6471 3.0363 1.2359
H -1.0960 2.8447 0.4539
H -2.3964 0.5863 0.7651
H -3.5328 1.0656 -0.4607
H -1.9626 0.8332 -0.9319

Most stable = entry Q

Entry P
17
Properties=species:S:1:pos:R:3 method="wB97M-V/def2-TZVPD" spin_multiplicity=1 mol_weight_g_mol=136.58 total_charge=0 homo_lumo_gap_ev=9.449
C -1.6318 -0.0281 1.4408
C -0.6546 -1.0634 0.8240
O 0.1347 -1.5725 1.8618
C -0.4275 -1.2973 -0.4887
Cl 0.6494 -2.6509 -0.8676
H -2.7187 -0.4245 1.5398
H -1.2624 0.3948 2.3195
H -1.9497 0.7620 0.6882
H 0.8489 -1.7929 1.3804
H -1.0260 -0.7762 -1.3083
C 1.1761 1.8865 -0.4910
C 1.2534 0.6952 -1.0093
O 0.9712 0.1392 -2.2560
H 1.3830 2.1039 0.5621
H 0.7664 2.7650 -1.0682
H 1.6181 -0.0773 -0.3112
H 0.8695 0.9367 -2.8164

Entry Q
17
Properties=species:S:1:pos:R:3 method="wB97M-V/def2-TZVPD" spin_multiplicity=1 mol_weight_g_mol=136.58 total_charge=0 homo_lumo_gap_ev=9.522
C -2.3481 1.3305 0.0452
C -1.7417 0.0148 0.3299
O -1.5854 -0.3098 1.4490
Cl -1.6986 -1.3027 -0.9251
H -3.3538 1.0018 0.2076
H -2.2265 1.6406 -0.9382
H -2.1453 2.0256 0.9079
C 0.5978 0.6107 -0.2044
C 1.4674 -0.3641 0.0669
C 2.1834 -1.4424 -0.7388
O 1.9337 -0.3787 1.3240
H 0.3571 1.4097 0.4952
H 0.2008 0.8884 -1.1958
H 1.4598 -1.7730 -1.4699
H 2.0575 -2.4154 -0.0645
H 3.2176 -1.3250 -1.1042
H 1.6243 0.3890 1.8152

Most stable = entry Q